*a*
Below is a molecular structure, C40H50Br2N6O3PtS2SbSi3, with properties calculated with ωB97M-V/def2-TZVPD.

Positions of all 108 atoms, in Å:
Pt: 0.05143 0.04993 -0.04637
Br: 1.59826 -3.00143 -4.10065
C: 0.30281 -3.56870 -2.83576
C: -0.27575 -4.83006 -3.01292
C: -1.22827 -5.29768 -2.15530
Br: -1.97643 -7.02053 -2.44544
C: -1.66104 -4.50002 -1.06731
C: -2.66624 -4.86679 -0.14527
C: -3.03575 -4.00203 0.84562
C: -2.39152 -2.75290 0.92874
N: -1.43827 -2.40036 0.10678
C: -1.05956 -3.23108 -0.88663
C: -0.01142 -2.71626 -1.77354
O: 0.52610 -1.57912 -1.58978
H: 0.04271 -5.43210 -3.85327
H: -3.14349 -5.83300 -0.24368
H: -3.81285 -4.26127 1.55291
H: -2.67646 -2.02924 1.68789
C: 1.95317 4.26243 0.11105
Sb: 2.22180 2.37166 1.09568
C: 0.17613 1.66290 1.21336
C: -0.73132 2.85567 0.94472
C: -0.68782 4.01407 1.73691
C: -1.57098 5.04836 1.49554
C: -2.49183 4.93305 0.46657
C: -2.44035 3.78070 -0.29748
N: -1.57968 2.79130 -0.08103
Si: -0.10878 1.05767 3.01904
C: 0.20275 2.42108 4.30240
C: 1.12225 -0.28296 3.52670
C: -1.82985 0.41069 3.29959
C: 3.24195 1.29838 -0.56569
C: 2.98487 -0.16602 -0.34788
C: 3.87832 -1.12333 -0.84711
C: 3.80141 -2.44536 -0.47969
C: 2.83959 -2.82093 0.44845
C: 1.94101 -1.86788 0.85157
N: 1.95368 -0.58789 0.42645
Si: 5.08501 1.60318 -0.07036
C: 5.49770 0.62034 1.47792
C: 5.43288 3.41159 0.31763
C: 6.39526 1.15754 -1.36031
Si: 2.91818 1.88736 -2.36327
C: 3.92670 3.41795 -2.80640
C: 3.44428 0.55018 -3.56677
C: 1.12094 2.30351 -2.65682
H: 1.66418 4.99905 0.85804
H: 1.18423 4.22993 -0.65871
H: 2.90385 4.56657 -0.32103
H: 0.03645 4.11123 2.53146
H: -1.54113 5.93709 2.11564
H: -3.21993 5.70645 0.26326
H: -3.13035 3.62845 -1.12285
H: 1.12815 2.97923 4.13545
H: 0.29421 1.93440 5.27869
H: -0.62489 3.12696 4.37101
H: 2.11457 -0.17264 3.08683
H: 0.75035 -1.28246 3.29700
H: 1.23538 -0.22666 4.61324
H: -2.52715 1.19202 3.60824
H: -1.81761 -0.35217 4.08589
H: -2.24439 -0.02362 2.38987
H: 4.63956 -0.80016 -1.53653
H: 4.49268 -3.16752 -0.89557
H: 2.73752 -3.83583 0.80500
H: 1.12334 -2.12250 1.50434
H: 4.88052 0.93993 2.31981
H: 6.54500 0.79503 1.74075
H: 5.35982 -0.45405 1.34709
H: 4.87779 3.77668 1.18207
H: 5.23986 4.07926 -0.52152
H: 6.49859 3.48311 0.55834
H: 6.35331 0.14164 -1.75001
H: 7.36255 1.26691 -0.85895
H: 6.39671 1.83612 -2.21419
H: 5.00717 3.30292 -2.72602
H: 3.63023 4.30164 -2.24227
H: 3.70123 3.62180 -3.85865
H: 4.51808 0.35048 -3.54580
H: 3.19147 0.89572 -4.57416
H: 2.90273 -0.38177 -3.39865
H: 0.54208 1.78000 -1.89176
H: 0.91467 3.36950 -2.55266
H: 0.78054 1.98215 -3.64192
N: -6.64558 -5.36979 0.52990
C: -6.23039 -4.03828 0.66785
C: -6.77577 -3.03589 -0.12812
C: -6.37608 -1.71692 0.02972
C: -5.42981 -1.38257 0.98296
C: -4.89540 -2.37666 1.79402
C: -5.29282 -3.69028 1.64354
S: -4.85417 0.28928 1.16491
O: -5.71239 1.09597 0.31850
O: -4.84532 0.56266 2.57842
N: -3.34656 0.24963 0.67278
C: -3.02542 0.24287 -0.61648
S: -4.13361 0.31635 -1.97027
C: -2.81974 0.15449 -3.07745
C: -1.65852 0.08819 -2.40585
N: -1.76340 0.14220 -1.02736
H: -6.99135 -5.59346 -0.39025
H: -5.95645 -6.04191 0.82926
H: -7.51238 -3.29008 -0.88211
H: -6.79592 -0.93830 -0.59241
H: -4.16398 -2.11054 2.54782
H: -4.87441 -4.46161 2.28098
H: -2.95955 0.12583 -4.14436
H: -0.68389 -0.02864 -2.84353

Values from the calculation:
* 2S+1: 1
* frontier orbital gap: 7.0385 eV
* charge: -1
* lowest unoccupied orbital energy: 2.184 eV

*b*
Below is a molecular structure, C40H50Br2N6O3PtS2SbSi3, with properties calculated with ωB97M-V/def2-TZVPD.

Positions of all 108 atoms, in Å:
Pt: 0.07722 0.67293 0.26412
Br: 0.18652 -4.21117 -0.50489
C: -1.46479 -3.30496 -0.44386
C: -2.64883 -4.09190 -0.72230
C: -3.86305 -3.54986 -0.75208
Br: -5.37948 -4.58505 -1.27079
C: -4.10260 -2.13165 -0.41837
C: -5.81704 -0.74950 -0.40121
C: -5.86038 0.63292 0.13789
C: -4.72761 1.29003 0.33518
N: -3.47063 0.74385 -0.03473
C: -2.81376 -1.27489 -0.20282
C: -1.47580 -1.96380 -0.22317
O: -0.39411 -1.29177 -0.00597
H: -2.51006 -5.13825 -0.95743
H: -6.78274 -1.06298 -0.79575
H: -6.81058 1.09134 0.38443
H: -4.69660 2.28542 0.75983
C: 0.19916 2.08712 -2.98373
Sb: -1.37567 2.00344 -1.48539
C: 0.52164 2.47198 0.59320
C: 1.84808 2.98782 0.15268
C: 2.75919 1.97223 -0.41214
C: 4.25189 2.29564 -0.56324
C: 4.55321 3.65803 -0.02621
C: 3.59998 4.47350 0.43326
N: 2.22985 4.14112 0.57315
Si: -0.45414 3.64004 1.75277
C: -0.77618 5.31462 0.98343
C: 0.55498 3.81665 3.32125
C: -2.09138 2.86126 2.19643
C: -2.65592 0.42494 -2.42312
C: -3.37348 -0.19103 -1.20327
C: -4.66065 -1.05686 -1.38806
C: -5.24378 -1.83312 0.59337
C: -4.76964 -1.38223 1.92742
C: -3.67096 -0.64595 2.03152
N: -2.89564 -0.28275 0.89623
Si: -3.81521 1.43537 -3.56109
C: -2.85814 2.68132 -4.60105
C: -5.07230 2.52848 -2.69503
C: -4.85720 0.40776 -4.75128
Si: -1.68209 -0.82986 -3.52215
C: -2.71696 -2.37750 -3.77636
C: 0.04683 -1.30349 -2.98790
C: -1.39864 -0.18369 -5.27754
H: 0.85672 2.90984 -2.69896
H: -0.24445 2.32421 -3.94790
H: 0.78134 1.17264 -3.06194
H: 2.31988 1.44029 -1.25440
H: 4.65572 2.18561 -1.57167
H: 5.57871 4.01010 -0.03780
H: 3.84915 5.46416 0.79015
H: 0.15392 5.82866 0.74818
H: -1.35287 5.92140 1.68579
H: -1.35918 5.21116 0.06748
H: 1.48966 4.33942 3.12445
H: 0.78990 2.84491 3.75874
H: -0.02065 4.38521 4.05420
H: -2.90994 3.37644 1.69524
H: -2.26940 2.90920 3.27247
H: -2.10512 1.81536 1.89000
H: -4.93148 -1.30248 -2.40880
H: -5.92513 -2.67606 0.68951
H: -5.30985 -1.67959 2.81824
H: -3.28044 -0.31505 2.98647
H: -2.38331 3.43695 -3.97262
H: -3.57813 3.19595 -5.24158
H: -2.09692 2.24226 -5.24023
H: -4.62818 3.12767 -1.89921
H: -5.90349 1.97265 -2.27337
H: -5.46956 3.21070 -3.45136
H: -4.26961 -0.22717 -5.41117
H: -5.42469 1.10195 -5.37652
H: -5.57729 -0.22707 -4.23609
H: -3.13792 -2.78070 -2.85990
H: -2.08291 -3.16022 -4.19892
H: -3.53676 -2.19544 -4.47216
H: 0.41414 -0.79392 -2.10138
H: 0.73485 -1.08618 -3.80789
H: 0.11838 -2.36744 -2.76000
H: -2.29032 0.11644 -5.82463
H: -0.94857 -1.02116 -5.81827
H: -0.68245 0.63583 -5.30689
N: 3.39787 -1.99043 -6.96840
C: 3.50380 -2.29312 -5.60632
C: 4.64936 -1.95236 -4.89219
C: 4.76285 -2.27685 -3.54931
C: 3.73434 -2.94767 -2.90798
C: 2.60074 -3.31646 -3.62052
C: 2.48379 -2.99083 -4.95848
S: 3.83259 -3.35610 -1.18342
O: 5.22049 -3.18830 -0.80838
O: 3.24472 -4.66501 -1.05984
N: 2.86119 -2.33210 -0.45391
C: 3.21928 -1.13202 -0.07150
S: 4.92525 -0.48530 -0.41317
C: 4.58482 1.08639 0.36680
C: 3.07467 0.97936 0.73751
N: 2.45972 -0.29045 0.57105
H: 3.95644 -1.20706 -7.26913
H: 2.45280 -1.93610 -7.31314
H: 5.45416 -1.42817 -5.39441
H: 5.65001 -2.01793 -2.98933
H: 1.81925 -3.86590 -3.11442
H: 1.59793 -3.27978 -5.51325
H: 5.28843 1.28259 1.17562
H: 2.84427 1.39783 1.72193

Values from the calculation:
* 2S+1: 1
* frontier orbital gap (alpha / beta): 5.1153 / 5.1145 eV
* charge: -1
* lowest unoccupied orbital energy (alpha / beta): 0.444 / 0.443 eV

Energy ordering: *a* at the bottom, the next structure 550.3 kJ/mol above.

*a*
Below is a single C9H8N2O3 molecule, with properties calculated with ωB97M-V/def2-TZVPD.

Positions of all 22 atoms, in Å:
N: 3.38130 0.33080 -0.95909
C: 2.12119 0.47871 -0.41703
N: 1.92783 0.77468 0.83010
O: 2.73052 1.00063 1.73528
O: 0.52538 0.81385 1.14175
C: -0.16426 0.13235 0.07244
C: -0.17254 -1.33969 0.40945
C: -1.25067 -2.01656 0.80777
C: -2.54254 -1.39236 0.86899
C: -2.69911 -0.12388 0.46689
C: -1.58298 0.67542 -0.03708
C: -2.02421 1.84891 -0.43740
O: -2.52737 2.82320 -0.80772
C: 0.79801 0.34448 -1.13293
H: 4.09222 0.66423 -0.31668
H: 3.48439 0.69587 -1.89574
H: 0.80392 -1.80262 0.38069
H: -1.17414 -3.05894 1.07496
H: -3.38471 -1.95477 1.23818
H: -3.66699 0.35455 0.48585
H: 0.76604 -0.50379 -1.81574
H: 0.55872 1.25493 -1.69296

Values from the calculation:
* 2S+1: 1
* frontier orbital gap: 8.3698 eV
* lowest unoccupied orbital energy: 0.417 eV

*b*
Below is a single C9H8N2O3 molecule, with properties calculated with ωB97M-V/def2-TZVPD.

Positions of all 22 atoms, in Å:
O: 0.90189 4.24885 -3.70063
N: 0.76490 0.85433 -2.99244
O: 1.01315 1.91701 -3.89967
O: -0.72948 -1.69391 2.75489
C: 0.82581 3.06360 -3.21092
C: 0.52340 2.73466 -1.91944
C: -0.13359 0.36564 1.72692
C: -0.30672 -1.59350 0.36153
C: 0.18165 1.12103 0.62828
C: 0.03533 -0.81158 -0.75731
C: -0.37758 -1.00948 1.61685
C: 0.27967 0.58065 -0.67198
N: 0.55793 1.36247 -1.82920
C: -0.87392 -3.13410 2.74715
H: 0.28636 3.42580 -1.13916
H: -0.19874 0.85382 2.70087
H: -0.52389 -2.63280 0.20733
H: 0.38979 2.18511 0.83595
H: 0.12560 -1.30101 -1.72254
H: -1.75853 -3.42345 2.14811
H: -1.02270 -3.50300 3.77126
H: 0.03968 -3.61015 2.34414

Values from the calculation:
* 2S+1: 1
* frontier orbital gap: 7.9679 eV
* lowest unoccupied orbital energy: -0.604 eV

Energy ordering: *b* at the bottom, the next structure 124.0 kJ/mol above.